15
Properties=species:S:1:pos:R:3 method="wB97M-V/def2-TZVPD" e_above_lowest_ev=2.954 total_energy_ha=-392.19049 homo_ev=-8.575 orbital_gap_ev=9.328
C 2.705 -0.077 1.097
N 1.752 -0.327 0.295
N 1.827 0.361 -0.939
C 0.734 0.463 -1.603
N -0.576 0.128 -1.301
C -0.998 0.146 -0.079
N -2.159 -0.348 0.287
N -2.795 -0.313 1.514
H 3.582 0.531 0.778
H 2.630 -0.556 2.083
H 0.891 0.747 -2.643
H -0.365 0.570 0.708
H -2.683 -0.886 -0.389
H -2.197 -0.780 2.201
H -2.847 0.668 1.778